Record 1
Entry from OMol25: 5 unconnected molecules or ions with the total composition C33H72ClFO17P4Si (ωB97M-V/def2-TZVPD).

Output
- SMILES: CC[C@@H](C)[Si@@](COc1cc(C)ccc1C(C)C)(C[C@H](C)F)[C@H](Cl)CC.COP(=O)(OC)OC.COP(=O)(OC)OC.COP(=O)(OC)OC.COP(=O)(OC)OC
- Total charge: 0
- HOMO energy: -8.49 eV

Each line ends with the Mulliken charge.
Atoms and positions in Å:
C -5.073 1.303 6.004  -1.047
C -5.780 2.418 5.210  -0.891
C -4.884 3.200 4.239  0.946
C -3.611 3.754 4.931  -1.284
Si -4.432 2.293 2.656  -1.224
C -3.446 3.495 1.565  -0.661
O -4.317 3.979 0.525  -0.364
C -3.666 4.350 -0.632  0.338
C -3.325 3.346 -1.520  -0.150
C -2.629 3.616 -2.689  0.863
C -2.274 2.505 -3.643  -1.439
C -2.282 4.939 -2.944  -1.014
C -2.649 5.939 -2.063  -1.064
C -3.354 5.687 -0.891  0.089
C -3.702 6.847 0.020  0.702
C -5.157 6.883 0.492  -1.564
C -2.730 6.964 1.214  -1.564
C -3.382 0.740 2.904  -0.867
C -1.896 0.946 3.184  0.608
C -0.977 -0.130 2.643  -1.511
F -1.728 0.993 4.586  -0.368
C -5.973 1.756 1.680  -0.108
Cl -7.256 3.013 1.857  -0.187
C -6.546 0.395 2.051  -0.164
C -7.649 -0.107 1.101  -1.296
H -5.003 1.558 7.061  0.336
H -4.053 1.140 5.658  0.192
H -5.610 0.358 5.931  0.290
H -6.211 3.130 5.918  0.515
H -6.628 2.006 4.660  0.291
H -5.464 4.056 3.884  0.569
H -2.678 3.358 4.526  0.276
H -3.608 3.528 5.996  0.340
H -3.554 4.837 4.817  0.259
H -2.574 3.017 1.107  0.817
H -3.078 4.340 2.157  0.131
H -3.605 2.327 -1.278  0.530
H -3.148 2.198 -4.217  0.326
H -1.483 2.819 -4.322  0.274
H -1.900 1.645 -3.088  0.346
H -1.725 5.188 -3.838  0.388
H -2.381 6.964 -2.291  0.362
H -3.560 7.737 -0.598  0.570
H -5.476 5.927 0.897  0.168
H -5.274 7.638 1.273  0.456
H -5.827 7.149 -0.326  0.377
H -2.458 8.007 1.383  0.388
H -3.182 6.592 2.134  0.365
H -1.805 6.418 1.029  0.368
H -3.487 0.144 1.991  0.592
H -3.783 0.121 3.709  0.584
H -1.555 1.923 2.832  0.126
H -1.278 -0.449 1.647  0.405
H 0.051 0.227 2.593  0.356
H -0.996 -0.990 3.313  0.290
H -5.740 1.768 0.614  0.556
H -5.731 -0.330 2.072  0.241
H -6.937 0.446 3.068  0.161
H -8.621 -0.136 1.588  0.318
H -7.429 -1.114 0.747  0.349
H -7.732 0.537 0.225  0.326
C 0.713 0.814 -6.801  -0.521
O 1.843 1.681 -7.028  -0.315
P 2.612 2.281 -5.787  0.906
O 1.758 2.849 -4.742  -0.594
O 3.638 3.279 -6.461  -0.306
C 3.119 4.402 -7.189  -0.659
O 3.555 1.096 -5.326  -0.201
C 4.771 1.379 -4.619  -0.673
H -0.202 1.356 -7.032  0.244
H 0.809 -0.044 -7.462  0.172
H 0.676 0.470 -5.768  0.306
H 2.227 4.799 -6.704  0.315
H 2.886 4.100 -8.208  0.246
H 3.894 5.163 -7.194  0.245
H 4.624 2.173 -3.887  0.326
H 5.549 1.668 -5.325  0.266
H 5.056 0.465 -4.107  0.239
C 0.998 -0.831 6.053  -0.560
O 1.500 -2.112 5.629  -0.158
P 2.472 -2.915 6.581  0.876
O 3.562 -2.130 7.160  -0.668
O 2.906 -4.136 5.670  -0.346
C 3.661 -3.856 4.483  -0.599
O 1.498 -3.602 7.619  -0.309
C 1.911 -4.780 8.324  -0.660
H 1.521 -0.048 5.508  0.251
H -0.062 -0.797 5.813  0.142
H 1.136 -0.677 7.122  0.377
H 4.341 -3.020 4.648  0.260
H 2.982 -3.624 3.664  0.301
H 4.236 -4.746 4.244  0.254
H 2.952 -4.704 8.639  0.341
H 1.780 -5.654 7.688  0.247
H 1.275 -4.860 9.200  0.245
C 6.729 -6.296 -0.009  -0.674
O 7.250 -6.625 1.290  -0.302
P 8.152 -5.565 2.043  0.861
O 9.180 -4.935 1.215  -0.678
O 8.662 -6.377 3.300  -0.255
C 9.533 -7.498 3.084  -0.688
O 7.096 -4.579 2.687  -0.143
C 7.446 -3.798 3.839  -0.654
H 7.282 -6.850 -0.764  0.253
H 5.683 -6.591 -0.025  0.257
H 6.813 -5.230 -0.214  0.328
H 10.221 -7.301 2.262  0.345
H 8.939 -8.385 2.872  0.252
H 10.098 -7.640 4.001  0.244
H 8.464 -3.415 3.770  0.378
H 7.343 -4.403 4.738  0.270
H 6.751 -2.965 3.877  0.206
C -0.248 -4.968 -6.100  -0.648
O 0.412 -5.095 -7.371  -0.331
P 1.058 -3.810 -8.030  0.986
O 0.201 -2.624 -8.030  -0.597
O 1.515 -4.339 -9.447  -0.302
C 0.510 -4.796 -10.366  -0.680
O 2.431 -3.650 -7.265  -0.264
C 3.529 -2.963 -7.885  -0.632
H -1.324 -5.015 -6.252  0.255
H 0.076 -5.801 -5.481  0.256
H 0.005 -4.029 -5.611  0.307
H -0.391 -4.187 -10.290  0.332
H 0.274 -5.839 -10.159  0.256
H 0.927 -4.700 -11.365  0.245
H 3.186 -2.077 -8.419  0.324
H 4.041 -3.635 -8.572  0.248
H 4.200 -2.663 -7.086  0.243

---

Record 2
Entry from OMol25: 3 unconnected molecules or ions with the total composition C33H72FN2O8S (ωB97M-V/def2-TZVPD).

Output
- Total charge: +1
- HOMO energy: -10.31 eV

Each line ends with the Mulliken charge.
Atoms and positions in Å:
C 1.045 -2.946 4.417  -1.711
C 0.324 -1.685 3.954  1.458
C -0.693 -2.012 2.867  -1.446
N -1.514 -0.927 2.319  0.136
C -1.805 0.395 2.840  0.936
C -2.514 0.363 4.225  -0.409
C -3.506 -0.770 4.476  -1.358
O -2.890 -1.822 5.208  -0.561
C -2.776 1.002 1.802  -2.918
C -2.940 2.533 1.704  2.317
C -3.254 2.870 0.235  -2.087
C -4.062 3.135 2.580  -0.632
C -5.487 2.658 2.318  -1.209
O -5.837 1.555 3.127  -0.130
C -7.239 1.291 3.005  -0.348
C -7.659 0.188 3.959  -0.979
C -1.624 3.266 1.981  -1.749
N -0.738 2.741 3.076  0.048
C -1.070 3.236 4.460  -0.262
C 0.058 3.020 5.455  0.661
C -0.047 3.938 6.649  -1.592
F 0.043 1.702 5.912  -0.335
C -0.481 1.243 2.899  0.447
C 0.390 1.044 1.651  -1.307
C 1.509 2.054 1.361  -1.307
C 2.578 2.305 2.433  -0.798
S 3.303 0.843 3.223  -0.152
H 1.794 -3.273 3.692  0.371
H 0.346 -3.773 4.563  0.378
H 1.551 -2.780 5.369  0.428
H 1.064 -0.990 3.552  -0.537
H -0.167 -1.212 4.802  -0.069
H -0.133 -2.443 2.029  0.527
H -1.335 -2.816 3.237  0.452
H -1.584 -0.979 1.318  0.434
H -1.791 0.347 5.040  0.321
H -3.092 1.283 4.324  0.041
H -4.323 -0.367 5.075  0.356
H -3.923 -1.138 3.534  0.484
H -3.198 -2.672 4.874  0.350
H -2.470 0.642 0.815  0.909
H -3.761 0.567 1.992  0.329
H -4.123 2.309 -0.110  0.466
H -3.466 3.934 0.104  0.371
H -2.420 2.603 -0.419  0.510
H -4.049 4.214 2.394  0.691
H -3.872 3.009 3.649  0.077
H -6.175 3.488 2.523  0.619
H -5.624 2.398 1.259  0.371
H -7.778 2.223 3.217  0.298
H -7.463 1.030 1.963  0.334
H -8.081 0.581 4.883  0.315
H -8.403 -0.459 3.494  0.339
H -6.803 -0.430 4.219  0.140
H -1.004 3.238 1.088  0.232
H -1.807 4.316 2.226  0.625
H 0.167 3.176 2.889  0.602
H -1.240 4.309 4.361  0.556
H -1.988 2.765 4.793  0.415
H 1.029 3.149 4.962  -0.137
H -0.020 4.985 6.342  0.412
H 0.789 3.755 7.321  0.421
H -0.975 3.758 7.193  0.387
H 0.082 0.942 3.779  1.174
H 0.855 0.065 1.770  0.609
H -0.242 0.973 0.762  -0.128
H 1.102 3.033 1.067  0.181
H 2.020 1.696 0.466  0.689
H 3.427 2.800 1.959  0.553
H 2.256 3.002 3.210  0.293
H 2.443 0.770 4.246  0.145
C -0.286 0.467 -7.057  -0.875
O 0.583 -0.102 -6.103  -0.296
C 1.867 0.489 -6.023  -0.235
C 2.263 0.819 -4.603  -0.191
O 1.473 1.820 -3.978  -0.480
C 0.200 1.468 -3.482  -0.511
C 0.232 0.694 -2.181  0.159
O 0.718 -0.618 -2.333  -0.406
C 1.672 -1.041 -1.389  -0.300
H -0.100 0.073 -8.061  0.306
H -1.306 0.213 -6.768  0.261
H -0.189 1.557 -7.087  0.380
H 1.922 1.385 -6.651  0.432
H 2.612 -0.227 -6.394  0.014
H 3.268 1.245 -4.650  0.371
H 2.314 -0.092 -4.005  0.072
H -0.412 0.945 -4.220  0.210
H -0.279 2.426 -3.256  0.323
H -0.803 0.655 -1.802  0.236
H 0.839 1.248 -1.452  -0.102
H 2.308 -0.209 -1.065  0.267
H 2.308 -1.789 -1.860  0.192
H 1.195 -1.487 -0.507  0.101
C 1.835 -5.015 -6.348  -0.713
O 3.143 -4.700 -6.767  -0.337
C 3.339 -3.368 -7.191  -0.335
C 4.559 -2.725 -6.569  -0.436
O 4.505 -2.517 -5.165  -0.357
C 4.583 -3.647 -4.313  -0.100
C 5.937 -4.320 -4.247  -0.696
O 6.265 -5.005 -5.434  -0.303
C 7.588 -4.840 -5.891  -0.779
H 1.183 -5.249 -7.196  0.308
H 1.897 -5.893 -5.706  0.253
H 1.386 -4.192 -5.781  0.282
H 2.449 -2.762 -6.981  0.163
H 3.492 -3.357 -8.278  0.403
H 4.621 -1.718 -6.991  0.489
H 5.468 -3.259 -6.847  0.147
H 3.798 -4.375 -4.520  0.152
H 4.413 -3.236 -3.312  0.232
H 5.894 -5.034 -3.412  0.384
H 6.702 -3.574 -4.005  0.359
H 7.947 -3.820 -5.720  0.360
H 7.597 -5.040 -6.961  0.238
H 8.276 -5.538 -5.400  0.310

---

no.,LUMO level (eV),maximum force (eV/Å)
1,0.5,0.29
2,-2.4,0.36